# C32H47Cl3EuN3O3SSi

A structure of composition C32H47Cl3EuN3O3SSi in a non-equilibrium geometry (ωB97M-V with the def2-TZVPD basis set, the OMol25 dataset).

The geometry in XYZ format:
```
91
Properties=species:S:1:pos:R:3:mulliken_spin:R:1
Eu -0.446 -0.365 -0.254 6.09
Cl -0.120 -0.963 2.315 -0.01
Cl -0.650 -5.061 -0.939 0.00
Cl -1.976 -1.998 -1.604 -0.01
S 0.543 3.180 0.881 0.00
Si -2.726 -5.216 -0.689 0.00
O -2.558 0.493 0.548 -0.01
O -0.321 0.842 -2.565 0.00
O 1.769 -0.964 -0.715 -0.04
N 0.237 1.964 -0.080 -0.02
N 1.445 -0.121 -3.680 0.00
N -4.567 0.094 1.519 0.00
C 4.988 -1.711 -1.172 0.00
C 3.579 1.349 -0.688 0.00
C -1.753 2.875 4.264 0.00
C -0.593 4.445 0.318 0.00
C -0.200 5.790 0.422 0.00
C 4.249 2.558 -0.443 0.00
C 1.045 -1.507 -3.490 0.00
C -1.341 3.190 2.970 0.00
C 3.432 -3.490 -0.303 0.00
C -2.651 5.118 -0.752 0.00
C -3.570 -4.656 -2.260 0.00
C 4.929 1.736 1.732 0.00
C -2.284 6.458 -0.631 0.00
C -0.887 2.201 5.124 0.00
C -0.078 2.797 2.523 0.00
C 2.741 0.105 -4.298 0.00
C 2.898 -1.037 0.035 0.00
C -3.239 -7.061 -0.807 0.00
C 0.738 0.926 -3.216 0.00
C -1.811 4.107 -0.271 0.00
C -3.163 -4.599 1.043 0.00
C -5.446 -0.785 2.285 0.00
C -5.227 1.120 0.723 0.00
C -3.254 -0.103 1.402 0.00
C 4.903 2.757 0.777 0.00
C 3.869 -2.072 -0.525 0.00
C 4.261 0.541 1.467 0.00
C 0.807 2.150 3.397 0.00
C 3.574 0.338 0.272 0.00
C 5.939 -2.622 -1.883 0.00
C -1.060 6.796 -0.042 0.00
C 0.402 1.853 4.698 0.00
H -1.217 1.916 6.121 0.00
H 5.378 3.717 0.995 0.00
H -5.717 1.843 1.381 0.00
H 1.085 1.327 5.363 0.00
H 6.158 -2.262 -2.905 0.00
H -2.941 7.246 -1.011 0.00
H -0.018 -1.581 -3.216 0.00
H 4.269 -0.254 2.210 0.00
H 1.646 -1.955 -2.679 0.00
H 3.036 1.195 -1.622 0.00
H 3.292 -3.636 0.785 0.00
H -5.951 -0.201 3.071 0.00
H 1.240 1.895 -3.452 0.00
H 5.313 -0.673 -1.162 0.00
H -1.996 3.741 2.303 0.00
H 6.923 -2.679 -1.383 0.00
H 1.238 -2.050 -4.426 0.00
H 4.238 3.352 -1.199 0.00
H 4.173 -4.237 -0.641 0.00
H 2.569 -1.395 1.026 0.00
H -4.651 -4.519 -2.113 0.00
H 2.451 -3.692 -0.780 0.00
H -2.772 -5.333 1.761 0.00
H -4.264 -4.560 1.172 0.00
H 2.747 1.109 -4.726 0.00
H 0.774 6.024 0.852 0.00
H -2.783 -0.814 2.097 0.00
H 0.307 2.289 -1.055 0.00
H -4.331 -7.193 -0.611 0.00
H -0.755 7.842 0.053 0.00
H -6.212 -1.205 1.614 0.00
H 5.442 1.889 2.686 0.00
H -2.715 -7.726 -0.108 0.00
H 1.797 1.863 3.035 0.00
H -3.175 -3.725 -2.687 0.00
H 3.557 0.025 -3.565 0.00
H 5.555 -3.652 -1.959 0.00
H -3.034 -7.457 -1.822 0.00
H -3.435 -5.463 -2.999 0.00
H -6.019 0.672 0.116 0.00
H -2.759 -3.612 1.351 0.00
H -2.080 3.060 -0.355 0.00
H 2.895 -0.633 -5.092 0.00
H -4.509 1.629 0.080 0.00
H -3.594 4.846 -1.227 0.00
H -4.828 -1.581 2.724 0.00
H -2.752 3.159 4.595 0.00
```

## Properties
Energy relative to the best compared isomer or geometry (same formula, charge and spin) in kcal/mol: 0.0
LUMO level (alpha / beta) in eV: -0.036 / 0.217
Multiplicity: 7
Charge: 0
Kohn-Sham gap (alpha / beta) in eV: 7.9 / 8.2